8
Properties=species:S:1:pos:R:3 method="wB97M-V/def2-TZVPD" smiles=O1[C@H]2O[C@H]12.Cl homo_lumo_gap_ev=8.89 e_above_lowest_ev=4.043 lumo_energy_ev=0.73
C -0.48 -0.76 -0.47
C -1.52 0.51 0.42
O -0.49 0.60 -0.45
O -1.49 -0.84 0.43
Cl 3.47 -0.01 0.18
H 0.42 -1.35 -0.44
H 2.47 0.71 -0.17
H -2.38 1.14 0.50